{
  "formula": "C3H9NO",
  "method": "wB97M-V/def2-TZVPD",
  "multiplicity": 1,
  "de_lowest_kcal_mol": 30.59,
  "total_energy_ev": -6793.72920,
  "smiles": "CCNCO",
  "elements": ["C", "N", "C", "O", "C", "H", "H", "H", "H", "H", "H", "H", "H", "H"],
  "xyz": [[-0.234, 0.791, -0.599], [-0.617, -0.658, -0.785], [-0.496, -1.370, 0.472], [-1.071, -0.679, 1.598], [1.293, 1.073, -0.518], [-0.551, 1.260, -1.535], [-0.722, 1.217, 0.267], [-1.614, -0.525, -0.954], [-1.024, -2.321, 0.424], [0.585, -1.502, 0.605], [-0.474, -0.723, 2.333], [1.507, 1.835, 0.235], [1.696, 0.166, -0.096], [1.722, 1.435, -1.446]],
  "atomic_forces_ev_per_a": [[1.039, 0.056, -1.362], [-0.540, 1.461, 1.095], [0.329, 0.194, -0.028], [-0.270, 0.051, -0.740], [-1.136, -0.146, 1.029], [-0.456, 0.169, 0.382], [-0.300, 0.115, 0.022], [-0.002, -0.647, -0.255], [0.249, -0.189, -0.369], [-0.263, -0.289, 0.365], [0.419, -0.014, 0.478], [-0.184, 0.100, -0.056], [0.949, -0.281, -0.406], [0.166, -0.578, -0.158]],
  "nbo_charge": [-0.24, -0.61, 0.08, -0.75, -0.63, 0.19, 0.19, 0.35, 0.17, 0.15, 0.47, 0.21, 0.20, 0.21]
}

=====

{
  "formula": "C28H35BaClIN3OP",
  "method": "wB97M-V/def2-TZVPD",
  "multiplicity": 1,
  "de_lowest_kcal_mol": 13.35,
  "total_energy_ev": -66729.80303,
  "charge": -1,
  "elements": ["Ba", "Cl", "C", "C", "C", "I", "C", "O", "C", "N", "C", "C", "C", "C", "H", "H", "H", "H", "N", "C", "C", "C", "C", "C", "C", "C", "H", "H", "H", "H", "C", "C", "C", "C", "P", "N", "C", "C", "C", "C", "C", "C", "C", "C", "H", "H", "H", "H", "H", "H", "H", "H", "H", "H", "H", "H", "H", "H", "H", "H", "H", "H", "H", "H", "H", "H", "H", "H", "H", "H", "H"],
  "xyz": [[-2.015, -1.122, 0.528], [-0.146, -8.119, 2.538], [-0.958, -6.625, 2.157], [-2.317, -6.625, 2.006], [-2.998, -5.447, 1.705], [-5.072, -5.496, 1.499], [-2.358, -4.215, 1.546], [-2.933, -3.126, 1.285], [-0.910, -4.242, 1.695], [-0.273, -3.068, 1.520], [1.028, -3.025, 1.648], [1.814, -4.146, 1.960], [1.192, -5.351, 2.136], [-0.210, -5.433, 2.005], [-2.872, -7.546, 2.121], [1.491, -2.057, 1.490], [2.885, -4.044, 2.051], [1.754, -6.244, 2.372], [-0.516, -2.994, -7.286], [-0.762, -2.729, -6.193], [-1.062, -2.403, -4.848], [-0.183, -2.752, -3.822], [-0.502, -2.416, -2.518], [-1.668, -1.735, -2.135], [-2.511, -1.415, -3.211], [-2.240, -1.725, -4.532], [0.733, -3.279, -4.058], [0.226, -2.706, -1.761], [-3.442, -0.886, -3.021], [-2.927, -1.451, -5.324], [-1.253, 4.137, 1.820], [-0.736, 3.811, 0.417], [0.048, 5.021, -0.096], [-1.974, 3.613, -0.463], [0.175, 2.119, 0.502], [-0.805, 0.959, 0.674], [1.201, 1.977, -1.122], [1.611, 0.513, -1.304], [0.257, 2.292, -2.286], [2.446, 2.859, -1.264], [1.434, 2.265, 1.950], [2.192, 3.585, 2.111], [2.466, 1.148, 1.792], [0.673, 1.962, 3.243], [-1.974, 4.956, 1.749], [-0.464, 4.461, 2.495], [-1.756, 3.270, 2.247], [-0.575, 5.916, -0.004], [0.312, 4.921, -1.148], [0.961, 5.198, 0.470], [-2.674, 4.433, -0.286], [-2.451, 2.666, -0.207], [-1.739, 3.606, -1.524], [0.757, -0.134, -1.100], [2.443, 0.222, -0.671], [1.916, 0.358, -2.341], [-0.666, 1.720, -2.190], [0.742, 1.998, -3.220], [0.024, 3.352, -2.362], [3.236, 2.577, -0.567], [2.228, 3.916, -1.122], [2.852, 2.741, -2.273], [2.735, 3.864, 1.210], [2.924, 3.480, 2.917], [1.533, 4.410, 2.382], [3.183, 1.347, 0.999], [1.965, 0.201, 1.590], [3.029, 1.050, 2.725], [0.078, 2.803, 3.588], [1.388, 1.721, 4.033], [0.011, 1.111, 3.080]],
  "atomic_forces_ev_per_a": [[-0.085, 1.447, -0.835], [0.097, -0.141, 0.039], [-0.123, 0.018, -0.020], [0.208, -0.118, 0.040], [-0.142, 0.094, -0.005], [0.022, 0.019, -0.002], [0.240, -0.785, 0.184], [-1.188, -0.925, 0.652], [-0.034, -0.576, 0.121], [0.118, 0.064, 0.064], [0.303, 0.176, -0.034], [-0.135, -0.105, 0.005], [0.030, 0.137, -0.023], [-0.131, -0.063, -0.006], [0.046, -0.024, 0.009], [0.048, 0.013, 0.003], [0.056, 0.003, 0.003], [0.019, -0.018, 0.006], [0.020, -0.022, -0.100], [0.133, -0.137, -0.566], [-0.124, 0.130, 0.527], [-0.018, -0.005, -0.115], [0.152, -0.050, 0.109], [0.013, -0.040, -0.232], [-0.097, 0.060, -0.021], [0.030, -0.023, -0.073], [0.021, -0.013, -0.030], [0.034, -0.032, 0.078], [-0.086, 0.047, 0.004], [-0.006, -0.001, -0.043], [-0.033, -0.054, 0.034], [0.232, -0.031, -0.092], [0.087, -0.049, -0.021], [-0.054, -0.066, 0.025], [0.472, 0.626, -0.213], [0.326, 0.471, 0.357], [0.072, 0.164, 0.182], [-0.169, -0.039, 0.031], [-0.030, -0.058, -0.023], [-0.035, 0.009, 0.140], [-0.031, 0.180, -0.132], [-0.089, 0.039, -0.036], [-0.013, -0.073, -0.030], [-0.040, -0.082, -0.010], [-0.053, 0.038, -0.002], [-0.028, -0.015, 0.001], [-0.038, -0.008, 0.070], [-0.048, 0.043, 0.007], [0.013, 0.034, 0.018], [-0.015, 0.035, -0.035], [-0.064, 0.051, 0.027], [-0.063, 0.017, -0.027], [-0.068, -0.010, 0.046], [0.041, -0.056, -0.041], [0.064, -0.039, 0.117], [0.009, -0.030, -0.054], [-0.033, 0.002, -0.068], [0.013, -0.033, -0.044], [0.014, -0.040, -0.030], [-0.017, 0.037, -0.023], [0.026, 0.048, -0.004], [0.003, -0.025, -0.057], [0.044, 0.026, -0.032], [0.035, -0.021, 0.047], [0.052, -0.028, -0.008], [-0.009, -0.037, -0.030], [0.030, -0.091, 0.000], [0.020, -0.025, 0.041], [-0.059, 0.011, 0.009], [0.046, -0.027, 0.053], [-0.030, -0.024, 0.067]],
  "mulliken_charge": [2.20, -0.30, 0.56, -0.56, -0.26, 0.00, 0.95, -0.98, -0.48, -0.20, 0.15, -0.83, -0.82, 0.48, 0.37, -0.03, 0.43, 0.40, -0.58, 0.03, 0.70, -0.83, -0.02, -0.57, -0.51, -0.69, 0.37, 0.34, 0.30, 0.40, -2.02, 2.04, -1.84, -1.87, 0.91, -0.88, 2.29, -2.01, -2.13, -1.94, 2.32, -1.94, -2.03, -1.88, 0.63, 0.29, 0.32, 0.52, 0.27, 0.24, 0.53, 0.27, 0.31, 0.16, 0.26, 0.60, 0.36, 0.63, 0.30, 0.30, 0.26, 0.51, 0.27, 0.52, 0.30, 0.25, 0.07, 0.71, 0.32, 0.55, 0.28]
}